# 1
Density functional theory data (ωB97M-V/def2-TZVPD) for a single C4H4N2S molecule.

```
11
Properties=species:S:1:pos:R:3:forces:R:3
C 1.85071 0.65874 -0.46186 0.329 0.929 -0.562
C 0.59813 0.29177 -0.20121 0.066 -0.169 0.179
C 0.31370 -0.92699 0.57090 0.263 -0.703 0.228
N -0.80422 -1.44902 0.91493 0.642 0.174 -0.127
N -2.02525 -0.84822 0.57449 -0.115 0.340 -0.152
C -2.06758 0.23569 -0.08899 -0.701 0.224 -0.060
S -0.78592 1.22974 -0.73844 -0.021 -0.140 0.084
H 2.07992 1.58541 -1.03783 -0.200 -0.890 0.536
H 2.69295 0.06850 -0.11189 -0.184 0.045 -0.036
H 1.21952 -1.50883 0.88483 -0.839 0.584 -0.248
H -3.07196 0.66322 -0.30494 0.760 -0.394 0.157
```
Forces are in eV/Å.

The value obtained for the HOMO-LUMO gap is 8.60 eV. Its energy above the lowest of the compared OMol25 structures with the same formula, charge and spin is 230.8 kJ/mol.

And the natural (NBO) charges, in e, turn out to be: atom 1 (C): -0.386, atom 2 (C): -0.261, atom 3 (C): 0.069, atom 4 (N): -0.240, atom 5 (N): -0.284, atom 6 (C): -0.078, atom 7 (S): 0.337, atom 8 (H): 0.212, atom 9 (H): 0.213, atom 10 (H): 0.201, atom 11 (H): 0.217

# 2
Density functional theory data (ωB97M-V/def2-TZVPD) for a single C6H9NO molecule.

```
17
Properties=species:S:1:pos:R:3:forces:R:3
C 0.80142 1.51999 0.43297 -0.542 -0.802 -0.582
C 1.79025 0.69734 -0.36403 -0.275 -2.940 0.652
C -1.75204 -1.42872 -0.01978 0.395 -0.056 -0.579
C -0.44617 0.75673 0.13874 -1.242 -1.312 -0.045
C -0.48016 -0.65132 0.19673 -1.258 3.452 0.791
C 1.21711 -1.02861 -0.01513 2.261 3.260 0.027
O -1.45960 1.49045 -0.34830 -0.229 0.105 -0.266
N 0.53888 -1.27065 1.03918 0.382 -0.952 0.497
H -2.20166 0.92004 -0.59195 0.030 0.026 0.152
H 1.01957 1.48031 1.50118 0.062 -0.167 0.104
H 0.71138 2.55850 0.11342 -0.064 -0.043 0.042
H 1.93858 -1.69038 -0.46909 0.058 -0.760 -0.723
H 1.73978 0.88237 -1.43644 0.085 -0.011 0.038
H 2.80277 0.69140 0.02506 0.321 0.227 -0.147
H -2.14695 -1.30313 -1.03307 -0.068 -0.071 -0.001
H -1.54271 -2.48379 0.13906 -0.022 -0.024 -0.050
H -2.53043 -1.14054 0.69146 0.106 0.068 0.090
```
Forces are in eV/Å.

The value obtained for the HOMO-LUMO gap (alpha / beta) is 7.28 / 7.28 eV. Its energy above the lowest of the compared OMol25 structures with the same formula, charge and spin is 454.2 kJ/mol.

And the natural (NBO) charges, in e, turn out to be: atom 1 (C): -0.502, atom 2 (C): -0.451, atom 3 (C): -0.646, atom 4 (C): 0.447, atom 5 (C): -0.051, atom 6 (C): 0.228, atom 7 (O): -0.649, atom 8 (N): -0.567, atom 9 (H): 0.488, atom 10 (H): 0.240, atom 11 (H): 0.230, atom 12 (H): 0.160, atom 13 (H): 0.201, atom 14 (H): 0.199, atom 15 (H): 0.204, atom 16 (H): 0.250, atom 17 (H): 0.219

# 3
Density functional theory data (ωB97M-V/def2-TZVPD) for a molecular structure, C3H3NdO.

```
8
Properties=species:S:1:pos:R:3:forces:R:3
C -3.88582 -1.44390 0.08212 -1.064 3.495 0.586
C -4.85223 -1.06163 0.92855 1.575 -0.786 -1.501
H -4.59334 -0.43817 1.79999 0.147 0.069 0.624
H -5.86951 -1.46681 0.87263 -0.649 0.386 -0.091
Nd -3.25436 -3.98215 -0.46904 0.679 -1.929 -0.408
C -4.52236 1.91269 -0.48671 1.550 -0.430 -1.221
O -3.65107 1.72288 -1.20231 -1.563 0.316 1.273
H -3.43709 -0.69529 -0.71722 -0.675 -1.121 0.739
```
Forces are in eV/Å.

The value obtained for the HOMO-LUMO gap (alpha / beta) is 5.11 / 5.27 eV. As for the multiplicity: 5. As for the expectation value of S²: 6.003. Its total charge is +3.

And the natural (NBO) charges, in e, turn out to be: atom 1 (C): -0.088, atom 2 (C): -0.165, atom 3 (H): 0.411, atom 4 (H): 0.373, atom 5 (Nd): 2.030, atom 6 (C): 0.540, atom 7 (O): -0.501, atom 8 (H): 0.400

no.,energy (eV)
1,-18025.8490
2,-9900.8971
3,-20443.4568